Computed, not measured: a molecular structure, C48H41GeN4O4Tc, with wB97M-V/def2-TZVPD.

Each line ends with the Mulliken charge.
Element x y z (Å)
Tc -1.15 0.75 0.05  -2.097
Ge 1.95 0.09 2.36  3.034
O -2.41 4.37 -1.60  -0.454
O -0.97 0.02 2.06  -0.061
O -1.74 2.23 -1.38  -0.274
O -0.74 0.82 4.19  -0.430
N -2.14 -1.77 -3.25  0.259
N -1.68 -0.63 -1.29  0.501
N -0.09 -0.72 -2.94  0.039
N -1.66 2.33 1.16  0.470
C 0.65 0.89 -1.21  0.493
C 2.25 -0.74 5.14  -0.437
C 1.02 -2.45 6.28  -0.566
C -1.64 -1.37 -6.91  -0.973
C 1.63 1.80 -0.84  1.163
C -5.25 -0.29 -0.37  -1.034
C -5.39 -1.37 0.49  -0.715
C -2.15 -2.57 -7.36  -0.743
C 1.58 4.37 2.78  -0.765
C -3.10 -2.03 0.11  1.079
C 0.61 -2.02 3.95  -0.187
C -2.96 -0.92 -0.75  -0.114
C -2.08 -2.05 -4.64  0.594
C 0.33 -2.73 5.11  -0.684
C 3.52 3.65 4.00  -0.952
C 4.05 -1.80 1.55  -0.702
C -4.03 -0.07 -1.00  -0.115
C 2.18 2.03 2.82  0.747
C 6.13 -1.22 0.51  -0.563
C -2.61 -3.27 -5.09  0.606
C 2.67 4.67 3.58  -0.832
C 2.28 -0.48 -4.38  -1.804
C 0.16 0.04 1.33  -0.184
C -1.60 -1.11 -5.55  -0.256
C -1.65 2.27 2.51  0.869
C 1.99 -1.47 6.28  -0.790
C -2.72 4.48 1.29  -0.724
C -2.15 3.30 3.29  -0.850
C 1.56 -1.01 3.96  -0.030
C -4.33 -2.23 0.71  -0.952
C -2.13 3.30 -0.89  0.162
C -1.08 1.05 3.08  -0.413
C 2.96 1.26 -2.74  -0.954
C -1.95 -2.97 0.32  -1.517
C 3.62 -0.48 1.45  0.312
C -3.16 -4.29 -4.14  -1.429
C -2.22 3.41 0.56  0.387
C 1.35 3.06 2.41  1.234
C 0.84 0.17 -2.39  -0.091
C -1.32 -1.02 -2.50  0.031
C -2.63 -3.51 -6.46  -0.766
C 3.28 2.35 3.61  -0.741
C 5.30 -2.16 1.09  -0.723
C 4.47 0.47 0.88  -0.224
C 5.71 0.10 0.40  -0.817
C 2.77 2.01 -1.59  -1.179
C -2.69 4.43 2.67  -0.796
C 2.03 0.34 -3.15  1.619
H 1.55 -0.28 -5.16  0.376
H -4.46 -3.07 1.37  0.560
H 2.55 -1.25 7.19  0.445
H -2.12 3.21 4.37  0.638
H 0.93 5.15 2.44  0.499
H -0.99 -2.44 0.28  0.130
H -2.04 -3.47 1.28  0.485
H 3.86 1.41 -3.32  0.459
H -2.22 4.27 -2.55  0.416
H 2.28 -1.55 -4.15  0.419
H -2.97 -2.13 -2.78  0.215
H 4.37 3.88 4.61  0.473
H 0.19 -1.16 -3.81  0.272
H -1.24 -0.15 -5.21  0.632
H 7.11 -1.50 0.15  0.421
H -0.43 -3.50 5.10  0.430
H 5.63 -3.19 1.19  0.438
H -2.20 -2.78 -8.42  0.410
H 1.51 2.38 0.06  0.041
H -3.46 -5.18 -4.70  0.427
H 0.08 -2.25 3.03  0.498
H -3.12 5.33 0.76  0.624
H 3.41 -2.54 2.02  0.411
H 4.16 1.50 0.85  0.454
H 0.80 -3.00 7.18  0.409
H 2.87 5.69 3.87  0.423
H -6.34 -1.54 0.97  0.495
H -3.03 -4.44 -6.83  0.397
H 0.52 2.84 1.76  -0.723
H -3.07 5.24 3.26  0.515
H 3.97 1.57 3.90  0.517
H -6.07 0.38 -0.55  0.513
H 6.36 0.84 -0.05  0.455
H -3.91 0.76 -1.69  0.686
H 2.99 0.05 5.16  0.200
H -1.28 -0.63 -7.60  0.435
H -1.95 -3.73 -0.45  0.314
H 3.26 -0.23 -4.78  0.431
H -4.05 -3.91 -3.63  0.331
H 3.50 2.73 -1.28  0.483
H -2.43 -4.58 -3.40  0.284

Calculated values
**LUMO level (spin up / spin down)**: -7.236 / -7.228 eV
**Net charge**: +2
**Energy relative to the best compared isomer or geometry (same formula, charge and spin)**: 1.876 eV
**HOMO level (spin up / spin down)**: -0.4742 / -0.4741 Ha
**Max |F|**: 4.39 eV Å⁻¹
**Orbital gap (spin up / spin down)**: 0.2083 / 0.2085 hartree